C55H121ClN6O3 | ωB97M-V/def2-TZVPD

```
186
Properties=species:S:1:pos:R:3:forces:R:3
C 2.8122 -0.0102 8.2466 1.263 -0.183 -0.325
C 2.0129 0.7669 7.2206 0.513 0.392 -0.223
C 2.6927 0.6563 5.8585 -0.832 -0.857 -0.521
N 1.9090 1.2783 4.6895 0.684 0.190 -0.593
C 2.6397 0.8272 3.3957 -0.438 2.237 0.474
C 2.2300 1.7530 2.2224 1.340 -1.571 -1.221
C 2.5141 3.2045 2.4777 -0.466 0.448 1.809
C 1.6582 3.6456 3.6736 -0.277 0.034 0.445
C 1.9868 2.8117 4.9612 -0.656 -0.719 -2.189
C 0.4767 0.8192 4.5033 0.975 -0.839 1.793
H 2.4639 0.0655 9.2724 -0.277 -0.051 -0.124
H 3.8423 0.3650 8.2364 -0.058 0.202 0.213
H 2.9472 -1.0518 7.9455 -0.512 -0.129 0.189
H 2.0921 1.8294 7.4604 -0.596 -0.037 0.394
H 0.9826 0.4147 7.2227 -0.035 0.165 -0.204
H 2.9043 -0.3771 5.5725 -0.478 -0.143 0.027
H 3.6611 1.1581 5.8501 -0.074 0.157 0.122
H 3.6910 1.0296 3.6098 0.113 -0.227 -0.080
H 2.4606 -0.2346 3.2395 -0.229 0.016 0.046
H 2.9149 1.4496 1.4208 -0.025 -0.227 -0.053
H 1.2612 1.4977 1.7894 -0.293 0.250 0.426
H 3.5420 3.3396 2.8290 0.210 -0.158 -0.359
H 2.3838 3.8912 1.6425 -0.165 -0.300 -0.209
H 1.7776 4.7185 3.8373 0.371 -0.095 0.536
H 0.5898 3.5859 3.4486 -0.046 -0.422 -0.046
H 3.0167 2.9648 5.2672 -0.123 0.380 0.287
H 1.2310 2.9296 5.7300 0.343 0.495 0.251
H -0.0661 1.0912 5.4075 -0.335 0.612 -0.405
H 0.5212 -0.2675 4.5950 -0.056 -0.201 -0.647
H 0.0916 1.1484 3.5475 -0.138 0.010 0.146
C -0.1517 2.7366 -1.0421 -1.128 -0.018 -0.692
C 0.4060 4.1600 -0.7658 0.302 -1.843 0.908
C 0.0776 5.2090 -1.8066 0.402 0.556 1.027
N 0.0059 6.6378 -1.2418 0.079 0.093 -1.697
C -0.0228 7.5858 -2.4811 -0.724 0.296 0.529
C -1.3353 7.4208 -3.2534 0.160 -0.004 -0.111
C -2.5376 7.6283 -2.3398 -0.415 -0.270 0.173
C -2.5413 6.7199 -1.1159 1.185 -0.319 -0.534
C -1.1973 6.8611 -0.3502 -0.693 0.190 -0.570
C 1.2590 6.9962 -0.5080 -0.478 -0.668 0.996
H 0.4776 1.9035 -0.7330 0.182 0.149 0.007
H -0.4689 2.5582 -2.0763 0.570 0.132 -0.243
H -1.1088 2.5950 -0.5305 0.121 0.071 0.317
H 1.4715 4.0067 -0.5880 0.127 0.533 -0.331
H 0.0020 4.3055 0.2393 -0.001 0.935 -0.126
H -0.8743 4.9587 -2.2629 0.086 0.301 -0.199
H 0.8733 5.3282 -2.5390 -0.141 -0.571 -0.256
H 0.8867 7.4044 -3.0499 -0.109 -0.303 -0.078
H 0.0896 8.5923 -2.0761 -0.208 0.029 0.087
H -1.3044 6.4531 -3.7592 -0.360 -0.190 0.233
H -1.4580 8.1056 -4.0932 0.622 0.339 0.173
H -3.4779 7.4956 -2.8761 0.119 -0.070 -0.187
H -2.5805 8.6572 -1.9738 0.237 0.116 -0.145
H -2.5816 5.6652 -1.4028 -0.380 -0.003 -0.164
H -3.4474 6.9276 -0.5509 0.404 0.035 0.612
H -1.1367 6.1003 0.4236 0.134 0.401 0.366
H -1.0587 7.8872 -0.0138 -0.161 -0.138 0.529
H 2.1450 6.9278 -1.1326 -0.177 0.163 -0.234
H 1.3671 6.2956 0.3204 0.054 -0.024 -0.046
H 1.1132 7.9725 -0.0522 0.212 0.163 -0.336
C -2.8885 2.8215 -7.1274 0.016 -0.178 -0.705
C -2.4203 1.3603 -7.2074 0.590 -0.225 1.189
C -0.9214 1.1818 -6.8090 -0.619 0.210 -1.013
N -0.4504 -0.2478 -6.5520 -0.732 0.360 0.764
C 0.9683 -0.1817 -5.9112 -0.505 -0.084 -0.366
C 0.9842 0.3433 -4.4753 -1.435 -0.257 1.090
C -0.0294 -0.4467 -3.6177 0.841 -0.141 1.009
C -1.3745 -0.4604 -4.2308 -1.178 0.141 -0.463
C -1.3673 -1.0324 -5.6101 -0.588 0.168 -1.123
C -0.4626 -0.9809 -7.8812 1.539 0.825 1.174
H -3.9774 2.8528 -7.1454 0.001 -0.043 0.161
H -2.5895 3.3676 -8.0224 0.220 0.098 0.117
H -2.5321 3.3594 -6.2497 0.048 -0.118 0.080
H -2.6367 0.9517 -8.1922 0.044 0.008 -0.019
H -2.9859 0.7852 -6.4709 -0.234 0.015 -0.152
H -0.6808 1.8264 -5.9684 -0.006 -0.291 0.206
H -0.3021 1.5003 -7.6481 0.135 0.133 0.079
H 1.5892 0.4172 -6.5750 -0.047 -0.134 -0.173
H 1.2458 -1.2346 -5.9658 0.531 0.099 0.236
H 0.6882 1.3806 -4.2917 -0.013 0.239 -1.004
H 1.9387 0.3288 -3.9503 0.353 -0.552 -0.655
H -0.1530 0.0374 -2.6465 0.551 -0.314 0.176
H 0.3318 -1.4627 -3.4464 0.098 0.054 0.109
H -1.7478 0.5709 -4.1897 -0.146 0.023 -0.546
H -2.1722 -1.0181 -3.7293 0.454 -0.162 0.549
H -2.3806 -1.1112 -6.0151 0.105 0.791 -0.346
H -1.1332 -2.0976 -5.6895 0.972 0.160 0.452
H -0.1778 -2.0011 -7.6377 -0.618 -0.243 -0.418
H 0.3762 -0.5651 -8.4391 -0.281 0.065 -0.378
H -1.4224 -0.7619 -8.3309 0.033 -0.613 -0.220
C 4.9986 -2.1364 0.8563 0.253 0.212 -0.452
C 5.9098 -2.3355 2.0557 -0.114 0.894 0.842
C 5.1459 -2.4343 3.3825 0.385 -0.722 -1.428
N 6.0804 -2.3706 4.5661 -1.043 0.455 0.426
C 5.1685 -2.5896 5.7736 0.769 -0.187 0.962
C 5.8465 -2.3866 7.1581 0.518 0.413 -0.975
C 6.5947 -1.0443 7.3526 -1.115 -0.779 -0.021
C 7.3527 -0.7338 6.0840 1.918 -0.108 -0.735
C 6.6731 -0.9459 4.7270 -1.424 -0.488 0.723
C 7.1353 -3.4777 4.4577 -0.191 2.494 0.897
H 4.1587 -1.4629 1.0352 -0.091 -0.174 0.304
H 4.6133 -3.0700 0.4506 -0.076 0.009 0.081
H 5.5900 -1.6386 0.0855 -0.042 -0.262 -0.205
H 6.5284 -1.4390 2.1538 0.207 -0.095 -0.324
H 6.5814 -3.1840 1.9376 -0.062 -0.017 -0.182
H 4.6130 -3.3877 3.3748 0.019 -0.030 0.601
H 4.3554 -1.6862 3.4207 0.251 0.232 0.453
H 4.3302 -1.9063 5.6706 -0.125 -0.177 -0.245
H 4.8369 -3.6221 5.6857 -0.366 0.107 0.001
H 5.1081 -2.5717 7.9347 0.009 -0.130 -0.022
H 6.6627 -3.1051 7.2479 -0.376 -0.462 0.235
H 5.9753 -0.1998 7.6627 -0.355 -0.099 -0.336
H 7.2120 -1.2285 8.2314 0.534 0.315 -0.303
H 7.7574 0.2793 6.1411 -0.249 0.127 -0.332
H 8.2750 -1.3176 5.9784 0.021 -0.207 0.588
H 5.7814 -0.3148 4.6999 -0.056 0.036 -0.334
H 7.2863 -0.7404 3.8567 0.276 0.043 0.233
H 6.7097 -4.3553 3.9898 0.092 -0.104 0.196
H 7.4612 -3.5382 5.4917 0.199 -0.973 -0.180
H 7.9462 -2.9891 3.9225 0.111 -0.620 -0.400
C -8.7244 -0.8784 -2.2325 0.156 -0.550 1.192
C -7.7779 0.1188 -1.6000 0.271 1.226 -1.059
C -6.3293 -0.3683 -1.6780 -1.134 -0.684 1.157
N -5.3464 0.4681 -0.8854 0.651 0.785 -0.851
C -3.9479 0.0828 -1.3336 1.478 0.407 1.129
C -3.3619 -1.1925 -0.7107 0.602 0.140 -0.505
C -3.5590 -1.2617 0.7905 -2.037 0.167 -0.118
C -5.0431 -1.0044 1.0958 -0.273 -0.941 0.661
C -5.5138 0.3497 0.6092 0.083 -0.803 0.322
C -5.5090 1.9199 -1.2353 -0.074 0.087 -0.972
H -8.4661 -1.1410 -3.2554 -0.185 0.067 -0.041
H -9.7464 -0.5267 -2.1123 -0.016 0.025 -0.460
H -8.6508 -1.7558 -1.5815 -0.209 -0.356 -0.453
H -8.1410 0.3689 -0.6028 0.326 -0.249 0.174
H -7.8377 1.0539 -2.1666 -0.102 0.029 0.035
H -5.9985 -0.4850 -2.7085 0.155 0.485 -0.005
H -6.3286 -1.3769 -1.2603 0.373 0.055 0.119
H -3.9048 0.1100 -2.4201 -0.306 -0.154 -0.018
H -3.2716 0.8703 -0.9887 -0.299 0.304 0.026
H -3.6918 -2.0162 -1.3490 -0.376 -0.489 0.754
H -2.2665 -1.2155 -0.7591 0.067 0.601 -0.805
H -3.2759 -2.2371 1.1730 0.111 0.100 0.081
H -3.0010 -0.4935 1.3288 0.527 -0.166 -0.345
H -5.6703 -1.8148 0.7157 0.003 0.015 -0.117
H -5.1561 -1.0697 2.1798 -0.272 0.309 0.002
H -6.5575 0.5987 0.7843 -0.008 -0.262 0.259
H -4.9040 1.0610 1.1688 0.088 0.512 -0.726
H -6.5142 2.3090 -1.0994 0.012 -0.307 0.723
H -5.3685 2.0395 -2.3120 0.357 -0.163 0.014
H -4.7603 2.4943 -0.6992 -0.109 -0.007 0.095
C -2.6831 -7.9425 -3.6572 1.165 0.723 -0.865
C -2.2354 -7.1055 -2.4587 -0.281 -0.298 0.289
C -1.8848 -5.6733 -2.8177 -1.035 0.117 0.165
N -1.2906 -4.8010 -1.7045 0.495 0.877 -1.238
C -2.1838 -4.7762 -0.4676 -0.538 -0.137 -0.688
C -1.5383 -4.1469 0.7372 1.181 0.486 -0.497
C -0.1776 -4.7501 0.9897 0.052 -1.612 0.794
C 0.8004 -4.7903 -0.1617 -0.115 -0.011 -1.059
C 0.1456 -5.2699 -1.4622 -0.994 -1.117 1.235
C -1.2132 -3.4523 -2.3223 0.277 1.313 -0.584
H -1.9300 -7.8264 -4.4462 0.151 -0.226 0.057
H -3.5811 -7.5899 -4.1625 -0.401 -0.291 0.526
H -2.6675 -8.9940 -3.3878 -0.539 0.004 -0.077
H -1.3722 -7.6141 -2.0277 -0.021 0.037 0.091
H -3.0444 -7.1478 -1.7275 0.134 0.129 0.135
H -2.7798 -5.1171 -3.1086 -0.190 -0.205 0.031
H -1.2526 -5.6393 -3.7058 0.496 0.056 0.349
H -2.5370 -5.7956 -0.3220 0.453 -0.058 0.341
H -3.0798 -4.2325 -0.7780 0.061 0.100 -0.116
H -2.1817 -4.2511 1.6089 -0.031 -0.002 -0.042
H -1.3119 -3.0879 0.5715 -0.607 0.154 -0.041
H -0.2915 -5.8062 1.2684 -0.368 -0.031 0.042
H 0.2746 -4.3483 1.8802 0.283 0.559 0.286
H 1.4515 -5.6408 0.0443 0.569 0.454 0.128
H 1.3864 -3.8885 -0.3382 -0.131 0.130 0.287
H -0.0431 -6.3362 -1.3349 0.443 -0.086 -0.127
H 0.7490 -5.1239 -2.3542 -0.241 0.231 -0.102
H -0.6542 -3.5319 -3.2553 0.182 -0.225 0.126
H -0.7454 -2.6527 -1.7405 0.391 -0.560 0.597
H -2.1607 -3.0013 -2.6199 -0.460 -0.765 0.278
Cl 1.5571 -3.2598 4.4153 0.253 0.714 -0.409
O 1.4513 -1.7349 1.2634 0.550 -0.581 -0.027
C 0.4241 -1.0569 0.7123 -1.523 0.816 -0.669
O -0.4550 -0.6532 1.5145 -0.025 0.194 -0.145
O 0.4056 -0.8989 -0.5484 0.367 -0.298 0.616
H 1.1365 -2.0170 2.1479 0.408 -0.018 0.196
```
Positions in Å, forces in eV/Å.

Its frontier orbital gap is 6.4 eV. As for the total charge: +4. As for the calculated total energy: -86570.131 eV. The LUMO energy is -7.6 eV. The HOMO energy comes out at -13.9896 eV.